[1]
Below is a cluster of 11 separate species, C45H85NO10 in total, with properties calculated with the ωB97M-V functional and the def2-TZVPD basis.

Output
**SMILES**: c1ccncc1.C1CCOC1.C1CCOC1.C1CCOC1.C1CCOC1.C1CCOC1.C1CCOC1.C1CCOC1.C1CCOC1.C1CCOC1.C1CCOC1
**Energy relative to the best compared isomer or geometry (same formula, charge and spin)**: 3.729 eV
**E_LUMO**: 0.52 eV

Structure (XYZ):
```
141
C45H85NO10 the ωB97M-V functional and the def2-TZVPD basis
C 3.71374 -1.24503 1.51263
C 3.97739 -1.46778 2.94125
C 5.47980 -1.79739 2.98753
O 5.73730 -2.24210 1.63423
C 4.70894 -2.04826 0.63124
H 3.79322 -0.16778 1.36653
H 2.69920 -1.55499 1.26214
H 3.44537 -2.35852 3.27539
H 3.72833 -0.57546 3.51556
H 5.54722 -2.58589 3.73707
H 6.11166 -0.98752 3.35219
H 4.21834 -2.96699 0.30977
H 4.94279 -1.29896 -0.12505
C -6.34627 -0.81581 -2.50087
C -5.03658 -1.56559 -2.15852
C -4.77536 -1.26764 -0.62779
O -5.23199 0.08981 -0.65086
C -6.33114 0.25191 -1.45832
H -7.19958 -1.49084 -2.43521
H -6.32289 -0.40285 -3.50935
H -4.14745 -1.27178 -2.71639
H -5.14390 -2.63949 -2.31127
H -3.72303 -1.31150 -0.34711
H -5.33361 -1.87660 0.08328
H -6.37757 1.23959 -1.91705
H -7.27200 0.26131 -0.90807
C 1.76199 3.70919 0.66668
C 1.68894 4.71809 1.68831
C 3.05202 5.40075 1.51139
O 4.00013 4.32218 1.43134
C 3.32151 3.38778 0.60303
H 1.36261 4.13455 -0.25401
H 1.14409 2.83929 0.88933
H 1.76510 4.23511 2.66250
H 0.77979 5.31457 1.61231
H 3.32262 6.13911 2.26617
H 3.18907 5.93148 0.56924
H 3.64388 2.37759 0.85544
H 3.73622 3.67924 -0.36194
C 2.35677 -4.47413 -5.35592
C 2.31628 -3.63962 -4.15130
C 0.96569 -3.74036 -3.64687
O 0.65279 -5.10558 -3.97280
C 1.30844 -5.46969 -5.17936
H 3.35039 -4.87224 -5.56168
H 2.03828 -3.81771 -6.16570
H 2.69871 -2.61991 -4.19629
H 3.03464 -3.92968 -3.38455
H 0.33463 -3.00347 -4.14370
H 1.03721 -3.56803 -2.57296
H 0.56812 -5.44606 -5.97903
H 1.73962 -6.47061 -5.16061
C 0.81889 1.16617 4.49364
C 1.04034 -0.03999 5.42034
C -0.39666 -0.20933 5.89014
O -0.76149 1.15012 6.24751
C -0.22963 1.96416 5.24938
H 0.49177 0.79954 3.52066
H 1.74930 1.67955 4.25098
H 1.79004 0.27189 6.14753
H 1.47517 -0.92230 4.95071
H -0.34409 -0.78293 6.81552
H -1.15019 -0.64042 5.23101
H 0.10930 2.89863 5.69657
H -0.99769 2.26519 4.53695
C -0.04678 0.85070 -0.97809
C -0.56260 0.14823 0.28427
C -0.46895 -1.36921 -0.06126
O -0.03131 -1.40860 -1.38297
C 0.75764 -0.27487 -1.59280
H 0.56024 1.73948 -0.80575
H -0.83061 1.16132 -1.66890
H -1.59778 0.45559 0.43271
H -0.19657 0.50368 1.24748
H -1.40824 -1.92130 -0.02920
H 0.14311 -1.79882 0.73179
H 0.91357 -0.14675 -2.66395
H 1.72286 -0.41331 -1.10568
C 5.32214 3.12959 -4.51439
C 4.80902 2.40958 -3.26571
C 3.31606 2.07296 -3.61863
O 3.16437 2.50641 -4.91707
C 4.44798 2.48097 -5.57069
H 6.39136 3.04634 -4.70916
H 5.03110 4.17118 -4.37845
H 4.79960 3.11354 -2.43358
H 5.38550 1.50411 -3.07625
H 2.56164 2.54472 -2.98902
H 3.12829 1.03239 -3.35395
H 4.30519 3.04686 -6.49126
H 4.78099 1.48744 -5.87087
C -3.28756 4.66526 0.94281
C -3.38296 3.36947 0.11618
C -4.06542 2.40645 1.05724
O -3.70577 2.87765 2.32550
C -3.66477 4.31834 2.35996
H -3.89747 5.51968 0.64944
H -2.31279 5.15301 0.94641
H -2.36059 3.03736 -0.06425
H -4.03875 3.52560 -0.74036
H -3.66656 1.40519 0.89453
H -5.14616 2.42089 0.91613
H -2.97921 4.69270 3.12020
H -4.57250 4.80019 2.72321
C 1.06168 -5.64418 2.89962
C 0.21613 -5.09064 1.85393
C 0.92129 -5.62544 0.55261
O 2.36021 -5.83363 0.98356
C 2.50264 -5.60374 2.35842
H 0.88896 -6.72039 2.89467
H 0.89535 -5.19539 3.87893
H 0.19310 -4.00815 1.97956
H -0.81835 -5.43404 1.84991
H 0.91718 -4.98400 -0.32867
H 0.52829 -6.62848 0.38654
H 2.97765 -4.63221 2.49485
H 3.19076 -6.29424 2.84606
C -2.72503 2.97159 -3.10070
C -1.81233 2.57473 -4.21922
C -2.41194 3.32857 -5.48838
O -3.77669 3.37156 -5.06839
C -3.93252 3.66166 -3.76921
H -2.34949 3.86543 -2.60257
H -2.98114 2.26222 -2.31375
H -1.87609 1.50823 -4.43512
H -0.75571 2.79683 -4.06988
H -2.14008 2.72398 -6.35365
H -1.95385 4.31620 -5.54165
H -4.82197 3.26006 -3.28374
H -3.94829 4.73340 -3.57114
N -2.24781 -2.76997 3.09740
C -2.03530 -3.47699 4.22253
C -2.71471 -3.11284 5.43557
C -3.57035 -1.98804 5.42064
C -3.76352 -1.28058 4.20236
C -3.04234 -1.64744 3.10859
H -1.56601 -4.43946 4.08178
H -2.62101 -3.68263 6.34823
H -4.08554 -1.64804 6.30686
H -4.42693 -0.42964 4.15550
H -3.22008 -1.00427 2.25940
```

Atomic partial charges in e from the Löwdin method, atoms 1 to 4: atom 1 (C): -0.2073, atom 2 (C): -0.1921, atom 3 (C): -0.1673, atom 4 (O): -0.1490

=====

[2]
Below is a cluster of 14 separate species, C45H90Br6O17 in total, with properties calculated with the ωB97M-V functional and the def2-TZVPD basis.

Output
**E_LUMO**: -0.17 eV

Structure (XYZ):
```
158
C45H90Br6O17 the ωB97M-V functional and the def2-TZVPD basis
C 1.00367 -5.65073 2.69461
C 0.52609 -7.01356 2.23479
O 1.17363 -7.76211 1.51649
C -0.88932 -7.43526 2.73205
H 0.97286 -5.48355 3.77127
H 0.34319 -4.90675 2.24923
H 2.01453 -5.44350 2.34344
H -1.02197 -8.44817 2.35189
H -1.66076 -6.85277 2.22838
H -1.00580 -7.42260 3.81573
C 9.39109 -0.14451 1.03033
C 10.60787 -0.01526 0.15944
O 10.65453 -0.63258 -0.86570
C 11.66826 1.04471 0.50282
H 8.99853 0.82730 1.32959
H 9.61967 -0.71835 1.92841
H 8.66111 -0.62230 0.37692
H 12.41519 1.15073 -0.28392
H 12.32334 0.77454 1.33106
H 11.22406 2.03915 0.54611
C -8.77073 -2.47892 -2.66044
C -8.70375 -1.30562 -1.65848
O -8.20685 -1.35268 -0.53760
C -9.24534 -0.02105 -2.18764
H -9.75385 -2.57102 -3.12207
H -8.51768 -3.40119 -2.13747
H -7.96419 -2.23671 -3.35248
H -8.79272 0.86881 -1.75020
H -10.28091 0.12676 -1.88131
H -9.18435 0.06304 -3.27268
C -5.04360 3.74810 -4.30036
C -6.12047 4.08082 -3.25193
O -7.22576 4.46468 -3.55711
C -5.62239 4.03239 -1.82901
H -4.12420 3.70504 -3.71644
H -4.91002 4.47643 -5.10023
H -5.18782 2.73627 -4.67917
H -5.29275 3.01087 -1.63948
H -6.42200 4.22124 -1.11273
H -4.79539 4.71608 -1.63734
C -2.06950 -2.80690 -6.17736
C -2.91830 -1.91398 -5.30626
O -4.12313 -1.83323 -5.45533
C -2.21015 -1.28549 -4.14851
H -1.20347 -3.17368 -5.62640
H -1.57823 -2.16290 -6.90675
H -2.57371 -3.63211 -6.68027
H -2.87724 -0.61338 -3.60873
H -1.32987 -0.77953 -4.54502
H -1.93712 -2.09723 -3.47425
O 4.96974 5.88684 -3.17877
C 5.95730 6.13406 -2.52366
O 6.60801 7.30647 -2.39224
C 5.98003 8.57712 -2.66194
C 6.65237 9.65795 -1.78751
C 6.66909 5.03513 -1.77922
H 4.93418 8.60018 -2.35574
H 5.96150 8.85805 -3.71495
H 7.70795 9.74818 -2.04389
H 6.48788 9.42073 -0.73643
H 6.25023 10.65344 -1.97564
H 6.21841 4.07227 -2.01984
H 6.48530 5.27519 -0.73199
H 7.67266 4.98352 -2.20144
O 1.18222 2.00799 8.07398
C 0.75154 1.03518 7.40619
O 0.24195 -0.15693 7.83571
C 0.27047 -0.40364 9.25754
C -0.88496 0.30824 10.01451
C 0.81055 1.07758 5.89788
H 1.25991 -0.15675 9.64246
H 0.18498 -1.43714 9.59320
H -0.83538 1.39308 9.92094
H -0.92030 0.07254 11.07813
H -1.83115 0.05227 9.53775
H 1.72600 1.55986 5.55514
H 0.08048 1.69453 5.37398
H 0.86636 0.08016 5.46182
O -0.82628 1.70784 0.23656
C -1.09648 0.55694 0.54808
O -0.23003 -0.56567 0.42331
C 0.99717 -0.54094 -0.21504
C 1.97121 0.46340 0.36843
C -2.47190 0.15090 1.05604
H 0.74999 -0.41476 -1.26911
H 1.49731 -1.50632 -0.13754
H 3.01801 0.28787 0.12045
H 2.01800 0.39672 1.45540
H 1.60832 1.40815 -0.03635
H -2.43791 -0.77387 1.63198
H -3.02506 -0.11808 0.15618
H -3.03413 0.93757 1.55919
O 5.66303 0.11043 -3.82519
C 6.11629 0.43711 -4.92888
O 5.35601 0.87105 -5.93994
C 3.91944 0.99815 -5.61488
C 3.12710 1.78940 -6.70292
C 7.58261 0.34520 -5.35082
H 3.67034 1.33545 -4.60876
H 3.43293 0.02655 -5.70090
H 3.42381 1.30180 -7.63153
H 3.49823 2.81367 -6.73816
H 2.05495 1.79604 -6.50658
H 7.71581 0.23866 -6.42739
H 7.96683 -0.59951 -4.96611
H 8.24146 1.12666 -4.97220
O -3.56325 -7.32355 -1.69138
C -2.90410 -6.30360 -1.85123
O -1.67911 -6.21792 -2.43221
C -0.92707 -7.33444 -2.70992
C -1.29427 -8.05135 -3.98357
C -3.47325 -4.96777 -1.47520
H -0.95210 -8.04592 -1.88453
H 0.10494 -7.01335 -2.85120
H -1.25019 -7.40244 -4.85825
H -2.32555 -8.37876 -3.85183
H -0.62386 -8.87901 -4.21516
H -2.81698 -4.25679 -0.97327
H -4.43099 -5.12027 -0.97763
H -3.73100 -4.65337 -2.48654
O -5.58242 5.06761 5.63450
C -5.45667 4.59473 4.49144
O -5.93131 3.39162 4.05314
C -6.46017 2.43682 4.95645
C -6.97813 1.26453 4.05678
C -4.78138 5.42465 3.38008
H -7.30002 2.84396 5.51947
H -5.68951 2.04976 5.62307
H -6.10003 0.69527 3.75186
H -7.62373 1.66719 3.27629
H -7.72156 0.63542 4.54631
H -4.07820 4.85631 2.77128
H -4.14834 6.25035 3.70498
H -5.66289 5.81336 2.87023
Br 3.88624 -4.05834 -3.66656
C 5.57927 -4.75829 -2.98566
C 5.67324 -4.51267 -1.47813
Br 7.52067 -4.91878 -0.84017
H 6.35540 -4.25979 -3.56636
H 5.67006 -5.80543 -3.27436
H 4.98912 -5.19461 -0.97311
H 5.43921 -3.48738 -1.19159
Br -2.07709 -4.97651 8.24932
C -4.06023 -4.79095 8.46928
C -4.78788 -4.99102 7.13361
Br -4.14569 -3.50640 5.94887
H -4.23986 -3.77975 8.83438
H -4.48984 -5.39903 9.26539
H -5.87522 -5.04415 7.18801
H -4.47617 -5.85976 6.55374
Br 1.82830 7.62738 0.52716
C 0.50903 6.17822 0.09718
C -0.43204 6.62649 -1.08721
Br -1.54791 8.12167 -0.41109
H -0.04884 5.95347 1.00623
H 1.02300 5.25779 -0.17985
H -1.10930 5.80110 -1.30664
H 0.19954 6.94756 -1.91553
```

Atomic partial charges in e from the Löwdin method, atoms 1 to 4: atom 1 (C): -0.0283, atom 2 (C): -0.4640, atom 3 (O): 0.0509, atom 4 (C): -0.0191

=====

Electronic energy? In order: -2572.416449; -18491.687707 Ha.
Max |F|? In order: 0.09247; 0.08113 Eh/bohr.